No. 1
95
Properties=species:S:1:pos:R:3:forces:R:3 method="wB97M-V/def2-TZVPD" gap_ev=8.4 charge=+1 e_tot_ha=-3346.00468
C 0.708234 -1.661377 0.457511 0.4 0.2 0.7
O -0.601096 -0.977622 0.195569 1.6 -0.7 -3.8
B -0.848749 -0.980511 -1.289972 -1.2 -1.7 1.0
O -1.643552 -2.064140 -1.901196 3.0 0.9 2.0
C -0.255849 0.238012 -2.217538 2.3 1.0 0.9
C 0.720613 -0.135873 -3.516226 -1.9 -1.1 1.3
N 0.380874 1.060145 -4.430666 -0.5 -1.8 -1.2
C 1.230846 1.258950 -5.682191 1.2 1.4 -1.6
C 0.697778 0.445695 -7.001256 0.0 -0.5 -1.0
O 0.295922 1.402747 -8.067029 -1.0 -1.3 1.2
C -0.092764 2.259372 -3.643648 -1.1 2.1 0.9
C 0.961888 3.179886 -2.796363 0.0 1.1 0.3
C 2.219976 3.785180 -3.655527 6.1 -4.6 1.6
O 3.415746 3.170980 -3.489129 -7.8 4.0 -1.2
I 2.114855 5.460574 -5.058253 -0.2 -1.2 1.1
C -1.191037 1.522161 -2.617704 -0.4 0.5 0.9
C -1.477286 2.294037 -1.161270 1.2 -0.6 1.1
O -1.974437 3.667862 -1.320617 -2.8 -1.8 0.5
C -3.396007 3.800985 -0.972055 -3.8 -0.8 4.1
C -4.351887 4.544465 -2.126474 1.6 0.6 0.6
O -3.946779 3.429136 0.187210 4.3 1.9 -7.4
C -2.698149 1.283045 -3.243980 -3.8 -0.6 -3.0
C -3.091291 1.859320 -4.764471 -3.0 -2.3 1.7
C -4.599256 1.586396 -5.435179 0.3 -1.5 3.2
C -5.802147 0.749549 -4.672302 4.7 0.9 2.2
C -5.423731 0.207390 -3.138792 2.3 1.9 -2.4
C -3.930044 0.481891 -2.473160 -0.6 0.9 -3.1
H 1.518202 -1.199348 -0.270730 -1.4 -1.1 1.6
H 1.000867 -1.439279 1.593922 -0.7 -0.5 -2.7
H 0.602542 -2.828280 0.306126 0.3 2.4 0.3
H -1.383523 -2.935819 -1.455947 -0.9 1.7 -0.6
H 0.560011 0.709451 -1.484257 -1.9 -0.8 -1.3
H 1.861625 -0.299047 -3.255231 -2.5 0.7 -0.7
H 0.215567 -1.091057 -3.970250 1.5 1.8 0.4
H -0.515396 0.690334 -4.870648 0.8 0.8 0.8
H 2.352845 0.983224 -5.491768 -2.3 0.7 0.0
H 1.136385 2.421316 -5.937887 0.4 -2.6 0.4
H -0.212437 -0.267889 -6.813388 1.7 1.2 0.1
H 1.575260 -0.206454 -7.467463 -1.8 1.4 1.3
H -0.614848 1.168867 -8.419532 1.7 0.3 0.8
H -0.505804 3.015440 -4.437498 0.3 -1.7 1.5
H 1.407145 2.682985 -1.834876 -0.7 0.7 -2.1
H 0.345774 4.127415 -2.411019 1.1 -2.2 -1.0
H -2.194449 1.612834 -0.499744 1.3 1.6 -1.6
H -0.472720 2.378093 -0.522357 -2.1 -0.2 -1.6
H -5.453295 4.657336 -1.749572 2.3 -0.5 -0.7
H -3.884336 5.625421 -2.257993 -1.0 -2.2 0.3
H -4.230986 4.006413 -3.158046 -0.4 0.8 2.1
H -2.343750 2.442123 -5.456748 -1.6 -1.2 1.6
H -4.827387 2.009249 -6.507419 0.6 -0.9 2.4
H -6.860877 0.536979 -5.180573 2.7 0.6 1.3
H -6.270281 -0.402255 -2.561232 2.3 1.5 -1.2
H -3.726453 0.040858 -1.407994 -0.5 1.0 -2.3
C 0.105862 -0.527916 7.817962 0.3 -0.1 0.2
C -0.235661 -0.883822 6.383152 -0.7 0.2 0.6
O 0.959365 -1.130587 5.627060 1.2 -1.6 -0.5
C 1.510034 -2.379589 5.759511 -2.8 -0.2 2.1
O 1.042495 -3.260741 6.476034 1.6 1.8 -2.0
C 2.740788 -2.523001 4.866168 2.3 -0.6 -0.9
F 3.570046 -1.441551 4.933025 -1.2 -0.8 0.1
F 2.406691 -2.663843 3.550754 -0.2 0.2 0.9
F 3.506338 -3.605256 5.182074 -1.2 1.1 -0.1
H 0.805940 0.313592 7.849119 -0.2 0.0 -0.1
H -0.795675 -0.260638 8.376220 0.1 0.0 -0.1
H 0.592891 -1.365003 8.327078 -0.2 0.0 -0.1
H -0.744216 -0.038590 5.907371 0.4 -0.2 -0.2
H -0.917171 -1.740662 6.329397 0.3 0.0 0.0
C -2.874789 -2.255065 1.512014 -0.3 0.1 0.2
C -4.042849 -2.893387 0.783888 0.5 0.4 -0.2
O -4.726325 -3.819245 1.641970 -1.5 0.1 1.1
C -5.628095 -3.275028 2.520277 1.0 2.6 -1.5
O -5.861937 -2.072144 2.602825 0.3 -3.0 0.1
C -6.317045 -4.370145 3.332341 -1.3 -1.9 1.7
F -5.443557 -5.307254 3.801935 -0.4 1.1 -0.6
F -7.242701 -5.050066 2.595701 0.9 0.9 0.2
F -6.977454 -3.889997 4.423423 0.9 0.0 -1.3
H -2.208989 -3.023522 1.918706 0.0 0.0 -0.2
H -2.303378 -1.610583 0.838223 -0.4 -0.4 0.4
H -3.218699 -1.652836 2.358275 0.0 0.0 -0.2
H -3.671432 -3.467373 -0.071684 -0.3 -0.2 0.3
H -4.735023 -2.140363 0.389717 0.0 -0.2 0.3
C 6.300252 0.015923 4.721922 0.2 0.1 0.3
C 6.800816 -0.536526 3.400475 -0.7 -0.2 0.3
O 8.115452 -0.037725 3.111361 1.8 -0.6 0.3
C 9.155621 -0.686345 3.726280 -2.6 -1.7 1.1
O 9.012799 -1.637730 4.489756 0.9 2.3 -1.8
C 10.493569 -0.089906 3.293223 2.5 1.1 -0.5
F 10.489625 1.274506 3.299497 -0.4 -1.2 0.1
F 10.835392 -0.462236 2.025825 -0.7 0.0 1.0
F 11.530168 -0.467633 4.093177 -1.5 0.1 -0.6
H 6.345903 1.110057 4.723202 -0.1 -0.1 -0.1
H 5.268795 -0.296641 4.907014 0.4 0.2 -0.1
H 6.921090 -0.328644 5.554355 -0.1 -0.1 -0.1
H 6.146595 -0.197153 2.590392 0.4 0.1 0.0
H 6.786113 -1.632494 3.387816 0.2 0.2 0.1

No. 2
60
Properties=species:S:1:pos:R:3:forces:R:3 method="wB97M-V/def2-TZVPD" gap_ev="6.8 / 6.4" charge=+1 e_tot_ha=-3248.32103 spin_multiplicity=3 s_squared=2.01
Mo -0.033343 0.250765 0.347876 1.1 0.4 1.6
O -2.365153 -0.762084 -3.078580 0.0 0.1 0.1
C -1.604815 -0.311103 -2.113729 0.2 0.1 0.0
O -1.437403 -0.887176 -1.043651 -0.1 0.1 -0.1
C -0.909080 0.981455 -2.386962 -0.2 -0.4 0.1
C -1.114988 1.810492 -3.460614 0.0 0.1 -0.2
C -0.474161 3.050672 -3.472505 -0.1 -0.1 0.1
C 0.324953 3.412372 -2.402453 0.1 0.1 0.0
C 0.493142 2.512583 -1.364952 0.0 0.1 0.1
N -0.094323 1.319094 -1.379751 -0.1 0.3 -0.5
C 1.226954 2.793821 -0.072750 0.0 -0.1 -0.1
O 1.871153 3.775627 0.114355 0.0 0.0 0.0
O 1.028005 1.807661 0.816265 -0.1 0.0 -0.2
H -2.842791 -1.556289 -2.784993 0.0 0.0 0.0
H -1.784974 1.502002 -4.250652 0.0 0.0 0.0
H -0.637233 3.740711 -4.288614 0.0 0.0 0.0
H 0.795529 4.383328 -2.326692 0.0 0.0 0.0
O -0.668563 1.552719 3.180073 0.1 0.0 0.0
C -0.778036 2.876173 2.906968 -0.1 0.0 0.1
C -0.168296 3.821123 3.724795 0.0 0.0 0.0
C -0.297302 5.169434 3.456673 0.0 0.0 -0.1
C -1.045448 5.609508 2.367810 0.0 0.0 0.0
C -1.644720 4.678353 1.549354 0.0 0.0 0.0
C -1.516524 3.304651 1.793238 0.1 -0.1 -0.1
C -2.018756 2.411994 0.729549 0.1 -0.2 -0.3
O -2.630356 2.760119 -0.244208 -0.1 0.1 0.0
O -1.623795 1.098878 0.834708 -0.6 0.2 0.4
H -0.042053 1.419180 3.902904 0.0 0.0 0.0
H 0.426435 3.487437 4.567527 0.0 0.0 0.0
H 0.196679 5.887359 4.097964 0.0 0.0 0.0
H -1.143780 6.664969 2.157999 0.0 0.0 0.0
H -2.222549 4.981527 0.686648 0.0 0.0 0.0
F -0.745464 -2.286251 1.667254 0.1 0.1 0.0
C 0.374693 -2.989764 1.914728 -0.1 -0.2 -0.1
F 0.778147 -2.746567 3.139266 0.1 0.1 0.1
F 0.104948 -4.285985 1.824002 0.0 0.0 -0.1
S 1.719470 -2.600820 0.601590 0.6 1.2 0.7
O 1.123583 -1.258753 -0.011494 0.0 -1.3 -1.0
O 1.560650 -4.990983 -1.499861 0.0 0.0 0.1
N 2.954199 -2.128164 1.479813 -0.2 -0.1 -0.1
S 2.877435 -0.758465 2.314676 -0.3 -0.4 0.1
O 1.503684 -0.250283 2.339018 -0.1 0.3 -0.1
O 3.584299 -0.794871 3.545275 -0.1 -0.1 -0.1
C 3.890949 0.352760 1.236336 0.1 0.0 -0.1
F 3.974913 1.550648 1.785330 0.0 0.0 0.0
F 5.094620 -0.177559 1.107221 0.0 0.1 0.1
F 3.352676 0.466400 0.013643 0.0 0.0 0.0
C -0.436516 -4.786456 -2.899669 -0.1 0.0 0.0
C -1.534126 -5.288318 -1.959767 0.0 0.1 0.0
C -1.518367 -4.261997 -0.831647 0.1 0.1 0.0
O -0.226488 -3.621307 -0.870373 -0.2 -0.3 -0.3
C 0.558015 -4.133034 -1.955872 0.0 0.0 0.1
H -0.821561 -4.043598 -3.601364 0.0 0.0 0.0
H 0.038955 -5.580850 -3.470019 0.0 0.0 -0.1
H -1.296356 -6.282996 -1.581536 0.0 0.0 0.0
H -2.507454 -5.340163 -2.442696 0.0 -0.1 0.0
H -1.656928 -4.718366 0.146671 -0.1 0.0 0.0
H -2.273173 -3.482407 -0.960424 0.0 0.0 0.0
H 1.177354 -5.825136 -1.201537 0.0 0.0 0.0
H 1.083440 -3.284074 -2.392164 0.1 0.0 0.0

No. 3
54
Properties=species:S:1:pos:R:3:forces:R:3 method="wB97M-V/def2-TZVPD" gap_ev=9.1 e_tot_ha=-1214.39025 relative_energy_kj_mol=0.0
C 7.358357 1.006665 0.622147 0.2 -0.1 0.1
O 6.149674 1.654128 0.312632 -0.4 0.1 -0.1
C 4.992629 0.933389 0.355797 -0.2 -0.1 0.0
C 4.914680 -0.418018 0.664496 0.3 0.1 0.0
C 3.686744 -1.058315 0.683550 -0.3 0.1 -0.1
C 2.527550 -0.367910 0.370400 0.2 0.0 0.2
C 1.202466 -1.053349 0.481835 0.2 0.1 -0.1
O 0.847910 -1.536955 1.543542 0.0 -0.1 0.3
N 0.432804 -1.080570 -0.633362 -0.1 0.0 0.0
C 0.905591 -0.692364 -1.940419 0.1 0.1 -0.2
C -0.923278 -1.619023 -0.585894 -0.1 -0.1 0.5
C -0.957593 -3.107907 -0.237320 -0.1 0.0 -0.2
C -2.408731 -3.573873 -0.244271 0.0 0.0 0.2
C -3.243374 -2.715328 0.701332 -0.1 -0.2 -0.2
N -3.170570 -1.323980 0.292920 -0.1 0.0 0.1
C -4.083252 -0.476330 1.038452 0.0 -0.1 0.1
C -4.262817 0.854525 0.359670 -0.1 0.2 0.2
C -4.207177 0.968541 -1.024119 0.0 0.1 0.1
C -4.381016 2.190577 -1.647904 0.0 0.0 -0.1
C -4.621478 3.329697 -0.897087 0.0 0.0 0.0
C -4.688607 3.243520 0.481901 0.0 -0.1 0.2
C -4.508740 2.012467 1.084981 0.0 0.0 -0.2
F -4.579211 1.944752 2.435371 0.0 0.0 -0.1
C -1.802408 -0.844052 0.399655 0.1 0.1 -0.2
C 2.609538 0.991012 0.073358 0.2 -0.2 0.1
C 3.821175 1.653009 0.063764 0.2 0.1 0.0
C 3.920454 3.113531 -0.247665 0.1 -0.1 0.0
H 7.354763 0.612884 1.643615 0.0 0.0 0.0
H 8.131238 1.768900 0.534011 0.0 -0.1 0.0
H 7.572258 0.193818 -0.079786 0.0 0.0 0.0
H 5.801834 -0.983749 0.901142 0.1 0.0 0.0
H 3.629405 -2.105048 0.940488 0.0 -0.1 0.1
H 1.971771 -0.482688 -1.910080 -0.1 0.0 -0.1
H 0.378715 0.198361 -2.295026 0.0 0.0 -0.1
H 0.730989 -1.504551 -2.650606 0.0 0.0 0.0
H -1.353998 -1.483399 -1.583551 0.1 0.0 0.1
H -0.522433 -3.247172 0.752286 0.0 0.0 0.0
H -0.366290 -3.675966 -0.958943 0.1 0.0 0.0
H -2.471376 -4.619095 0.061782 0.0 0.0 0.0
H -2.817510 -3.485543 -1.253142 -0.1 -0.1 0.0
H -4.288954 -3.032420 0.658580 0.0 0.0 0.1
H -2.881727 -2.852212 1.735671 0.0 0.0 0.0
H -5.057791 -0.976775 1.074104 0.1 0.0 0.1
H -3.751667 -0.321645 2.079503 -0.1 -0.1 -0.1
H -4.016926 0.074661 -1.597212 0.0 -0.1 -0.1
H -4.331510 2.256128 -2.724527 0.0 0.0 -0.1
H -4.758080 4.284392 -1.381678 0.0 0.1 0.0
H -4.875985 4.111218 1.094708 0.0 0.1 0.1
H -1.782277 0.219237 0.145022 0.0 0.0 0.0
H -1.405735 -0.967125 1.418739 -0.1 0.0 -0.1
H 1.705236 1.543337 -0.139773 -0.1 0.1 -0.1
H 2.938508 3.536468 -0.441218 -0.1 0.0 0.0
H 4.556439 3.268400 -1.117979 0.0 0.1 0.0
H 4.379787 3.641735 0.586125 0.0 0.1 0.0